This record from OMol25 describes a structure of composition C3H5N3O4. The level of theory is ωB97M-V with the def2-TZVPD basis set.

CARTESIAN COORDINATES (ANGSTROEM)
C -1.32068 -1.24672 0.51086
C 0.76268 -0.55998 -0.34396
C -0.61904 1.19761 1.29179
N -1.91813 -2.13948 0.90835
N 0.91437 -1.52083 -1.30851
N -0.29209 -0.44128 0.42712
O 1.77433 0.15146 -0.05146
O -1.94673 1.24782 0.90055
O -0.58759 0.69542 2.53266
O 0.29885 1.90369 0.85510
H 0.36271 -2.36144 -1.19395
H 1.84512 -1.66111 -1.59735
H -2.20618 1.87762 0.15362
H -1.30138 0.05141 2.63538
H 1.43870 1.10022 0.28532

Cartesian forces (eV/Å) of the 3 atoms listed first:
C 1.55 -0.94 -0.04
C -0.95 -2.24 0.58
C -0.45 0.34 -0.25

Output
Frontier orbital gap in eV: 10.570
Net charge: 0
DFT total energy in eV: -15851.5755
Lowest unoccupied orbital energy in eV: 0.4267
HOMO level in eV: -10.144

Here are the natural (NBO) charges for atoms 1 to 4, given in e:
1 C 0.41
2 C 0.82
3 C 1.02
4 N -0.37